[1]
# C23H39I3NO10PS

A cluster of 3 separate species, C23H39I3NO10PS in total in a non-equilibrium geometry (ωB97M-V/def2-TZVPD, OMol25).

Each line ends with the Mulliken charge.
Element x y z (Å)
C -3.5801 2.6537 -1.6151  -0.58
C -3.4972 1.4968 -0.7824  -0.39
C -3.0225 0.3877 0.3761  0.20
C -1.4082 0.3807 0.6020  -0.42
C -0.5741 -0.8925 0.0321  -0.84
I -1.2334 -1.0909 -2.0954  -0.06
C 1.0059 -0.9841 0.2737  0.56
C 1.9686 -0.9171 -1.0960  -1.00
P 2.2026 0.8066 -1.8371  0.92
O 2.9140 0.6033 -3.2701  -0.66
O 0.7763 1.7429 -2.1301  -0.43
O 3.4224 1.6555 -0.8634  -0.48
O 1.6799 -0.1676 1.2564  -0.34
S 0.8444 1.1343 1.8904  1.32
O 0.9965 2.3109 0.8421  -0.62
O 1.5443 1.8629 3.1057  -0.67
C -0.8982 0.5705 2.1883  1.23
C -1.6768 1.8486 2.9354  -0.82
C -2.4301 1.4236 4.3329  0.31
C -3.0123 2.8538 4.9770  -0.71
C -4.5257 3.2271 4.4722  -0.37
N -4.4471 4.2207 3.3130  -0.59
C -1.2072 -0.7461 3.0681  -0.68
I -3.0245 -2.0646 2.8376  0.08
C -0.4206 -1.3118 4.2153  -0.52
C 0.9123 -0.6076 4.7829  -0.65
I -0.9731 -3.1560 5.3503  0.00
H -3.5749 3.5817 -2.3296  0.34
H -3.6542 0.6811 1.3420  0.30
H -3.4577 -0.6578 -0.0014  0.04
H -1.0864 1.2994 -0.0910  0.57
H -1.0784 -1.8612 0.5181  0.33
H 1.2181 -2.1086 0.6372  0.21
H 1.7124 -1.7834 -1.8659  0.41
H 3.0429 -1.2331 -0.6733  0.42
H 0.2969 1.4548 -2.9647  0.28
H 3.4605 2.5655 -1.3256  0.27
H -0.9129 2.7168 3.2330  0.34
H -2.4797 2.3596 2.2556  0.04
H -1.6856 1.0149 5.1720  0.14
H -3.3639 0.7299 4.1767  0.02
H -3.0866 2.6971 6.1582  0.34
H -2.2364 3.7444 4.8425  0.30
H -5.2082 2.3126 4.2135  0.20
H -5.0362 3.8257 5.3699  0.30
H -4.7881 3.6645 2.4844  0.21
H -5.1158 5.0059 3.5231  0.25
H 1.3403 -1.1285 5.7351  0.44
H 0.6201 0.4986 5.1249  0.21
H 1.8033 -0.6019 3.9882  0.12
O -3.2981 -3.2396 -0.3273  -0.42
C -3.0564 -4.4348 -0.4818  0.78
O -1.8262 -4.8395 -0.8689  -0.22
C -1.3979 -6.2117 -0.9316  -0.44
C -1.8427 -6.8614 -2.2260  -1.00
C -4.1444 -5.4564 -0.3271  -1.24
H -1.7234 -6.7636 -0.0442  0.37
H -0.3008 -6.1942 -0.8975  0.33
H -2.9308 -6.8781 -2.3187  0.28
H -1.4732 -7.8911 -2.2873  0.37
H -1.4616 -6.3001 -3.0856  0.30
H -4.7568 -5.4676 -1.2336  0.29
H -4.7663 -5.1765 0.5285  0.30
H -3.7826 -6.4627 -0.1237  0.39
O 7.6928 2.8165 -7.5530  -0.59
C 7.0225 2.5562 -6.5561  0.71
O 6.0304 3.3858 -6.1632  -0.36
C 5.0944 3.1005 -5.1082  -0.43
C 5.6867 3.4280 -3.7527  -0.42
C 7.3499 1.3602 -5.7113  -0.82
H 4.7307 2.0704 -5.1765  0.41
H 4.2243 3.7461 -5.2850  0.30
H 6.5744 2.8277 -3.5420  0.24
H 4.9524 3.2525 -2.9586  -0.16
H 5.9993 4.4769 -3.7159  0.34
H 8.2037 1.5977 -5.0697  0.22
H 7.6115 0.5280 -6.3716  0.29
H 6.5223 1.0116 -5.0960  0.29

For the HOMO energy, the calculation gives -0.3383 Eh. As for the spin multiplicity: 1.

***

[2]
# C29H30N4O2

An isolated molecule of C29H30N4O2 in a non-equilibrium geometry (ωB97M-V/def2-TZVPD, OMol25).

Each line ends with the Mulliken charge.
Element x y z (Å)
N -1.1519 -3.3168 -3.3929  -0.59
C -1.5170 -2.7694 -2.4516  0.13
C -1.9479 -2.1019 -1.3001  -0.79
C -2.6986 -0.9527 -1.2038  -0.41
C -2.8413 -0.6549 0.1792  2.59
C -3.4398 0.3645 0.9498  -0.05
O -4.1040 1.4756 0.5370  -0.48
C -4.2893 1.8415 -0.8097  -0.86
C -3.1148 2.6266 -1.4707  0.23
O -2.4115 1.8206 -2.3755  -0.65
C -2.1620 3.2594 -0.4269  -1.39
N -1.0900 2.3282 -0.1103  0.74
C -0.7106 2.2815 1.2885  -1.61
C 0.2234 1.0941 1.5127  -0.07
N 1.4042 1.2356 0.6849  0.17
C 2.4521 0.2614 0.9896  -0.20
C 3.7748 0.6956 0.3906  0.29
C 4.7800 -0.2268 0.1296  -0.41
C 5.9997 0.1872 -0.3770  -0.80
C 6.2340 1.5286 -0.6233  -0.47
C 5.2447 2.4565 -0.3452  -0.78
C 4.0272 2.0433 0.1640  -0.59
C 2.0728 -1.1620 0.6300  0.09
C 2.1216 -1.6197 -0.6836  0.25
C 1.7399 -2.9121 -0.9973  -0.87
C 1.3160 -3.7745 0.0009  -0.78
C 1.2641 -3.3302 1.3127  -0.64
C 1.6293 -2.0308 1.6200  -0.13
C 1.0190 1.3166 -0.7093  -0.14
C 0.1173 2.5335 -0.8962  -1.63
C -3.3675 0.2544 2.3336  -0.47
C -2.7132 -0.7894 2.9786  -0.71
C -2.0879 -1.7822 2.2602  -0.69
C -2.1609 -1.6970 0.8755  -1.04
N -1.6384 -2.5528 -0.0408  0.10
H -3.0864 -0.4256 -2.0515  0.69
H -5.1642 2.4982 -0.7749  0.42
H -4.5365 0.9787 -1.4335  0.31
H -3.5663 3.4183 -2.0784  0.58
H -1.7954 1.2937 -1.8437  0.27
H -2.7351 3.4849 0.4737  0.58
H -1.7655 4.2031 -0.8252  0.43
H -1.6019 2.1536 1.9036  0.61
H -0.1937 3.2076 1.5952  0.39
H 0.5267 1.0721 2.5623  0.57
H -0.3276 0.1661 1.2895  -0.14
H 2.5762 0.3066 2.0826  0.67
H 4.6123 -1.2760 0.3258  0.46
H 6.7700 -0.5428 -0.5784  0.40
H 7.1847 1.8498 -1.0226  0.39
H 5.4239 3.5072 -0.5220  0.41
H 3.2576 2.7634 0.3946  0.42
H 2.4858 -0.9697 -1.4650  0.53
H 1.7772 -3.2504 -2.0219  0.51
H 1.0404 -4.7909 -0.2443  0.36
H 0.9449 -3.9991 2.1002  0.40
H 1.5846 -1.6928 2.6459  0.35
H 1.9165 1.4237 -1.3209  0.76
H 0.4668 0.4176 -1.0379  -0.12
H -0.1363 2.6514 -1.9505  0.67
H 0.6572 3.4377 -0.5645  0.23
H -3.8456 1.0284 2.9141  0.46
H -2.6951 -0.8086 4.0574  0.39
H -1.5618 -2.5930 2.7378  0.48
H -1.0432 -3.3396 0.1632  0.23

For the HOMO energy, the calculation gives -0.2923 Eh. As for the spin multiplicity: 1. The energy above the lowest of the compared OMol25 structures with the same formula, charge and spin comes out at 63.1 kcal per mole. Its SMILES is N#Cc1cc2c(OC[C@H](O)CN3CCN(C(c4ccccc4)c4ccccc4)CC3)cccc2[nH]1.

***

[3]
# C8H12O2

An isolated molecule of C8H12O2 in a non-equilibrium geometry (ωB97M-V/def2-TZVPD, OMol25).

Each line ends with the Mulliken charge.
Element x y z (Å)
C 0.1742 1.4584 -1.3526  0.40
C 1.3567 1.6786 -0.8164  0.23
C -0.5118 1.0891 -2.4195  -1.08
C 0.6516 -0.4573 0.1408  0.53
C -1.2218 -2.2230 0.0955  -1.71
C 0.3716 1.4865 1.8469  -1.79
C 0.0081 -1.6088 -0.5411  -0.02
C 0.1124 0.0438 1.4499  -0.15
O 2.2152 2.4099 -0.4338  -0.56
O 1.6459 0.0435 -0.3795  -0.49
H -1.6414 1.2613 -2.3154  0.24
H -0.0463 0.6846 -3.2518  0.41
H -1.8422 -1.3633 0.2513  0.42
H -1.0545 -2.6964 0.9831  0.38
H -1.6927 -2.7725 -0.5631  0.53
H 1.3393 1.4304 2.1363  0.48
H -0.1276 1.9241 2.6725  0.38
H 0.3711 2.1061 1.0777  0.52
H -0.2317 -1.2660 -1.4992  0.20
H 0.6662 -2.4423 -0.6958  0.37
H -1.0170 -0.1087 1.4450  0.22
H 0.4746 -0.6782 2.1692  0.50

For the HOMO energy, the calculation gives -0.3021 Eh. As for the spin multiplicity: 1. The energy above the lowest of the compared OMol25 structures with the same formula, charge and spin comes out at 116.3 kcal per mole.